DFT (ωB97M-V with the def2-TZVPD basis set) results for the ion C9H19N2OS with charge +1 in a non-equilibrium geometry.

Last column: Löwdin charge in e.
Element x y z (Å)
C: 0.27 0.76 1.02  -0.196
C: 0.34 -0.14 -1.32  -0.173
C: -3.21 0.04 0.26  -0.223
C: 1.65 0.15 1.27  -0.113
C: 1.72 -0.73 -1.01  -0.116
C: -2.79 -1.39 0.00  -0.288
C: -2.33 1.00 -0.47  -0.209
C: -0.46 -0.02 -0.05  -0.450
C: 3.80 -0.38 0.23  0.012
N: -2.23 2.28 -0.02  0.089
N: 2.42 0.10 0.00  -0.152
O: -0.45 -2.64 -0.31  -0.526
S: -1.04 -1.63 0.59  0.960
H: -0.29 0.74 1.95  0.121
H: 0.37 1.81 0.72  0.118
H: 0.45 0.84 -1.80  0.128
H: -0.16 -0.82 -2.00  0.126
H: -4.24 0.17 -0.07  0.133
H: -3.17 0.25 1.33  0.123
H: 2.21 0.74 2.00  0.141
H: 1.54 -0.87 1.64  0.140
H: 1.58 -1.74 -0.62  0.126
H: 2.33 -0.78 -1.92  0.143
H: -3.41 -2.11 0.54  0.093
H: -2.79 -1.64 -1.06  0.103
H: -2.29 0.89 -1.55  0.136
H: 4.35 -0.39 -0.71  0.113
H: 4.32 0.27 0.93  0.112
H: 3.77 -1.39 0.63  0.121
H: -2.63 2.53 0.86  0.107
H: -2.06 3.03 -0.67  0.107
H: 2.46 1.05 -0.37  0.196

Orbital gap, eV: 8.29
Total charge: +1
E_tot, Ha: -936.97420
Relative energy (zero: lowest compared OMol25 entry of this formula, charge and spin), kJ/mol: 153.5
Lowest unoccupied orbital energy, eV: -2.7
E_HOMO, Ha: -0.4029

***

DFT (ωB97M-V with the def2-TZVPD basis set) results for a structure of composition C9H19N2P in a non-equilibrium geometry.

Last column: Löwdin charge in e.
Element x y z (Å)
C: 0.08 -2.09 -0.07  -0.371
C: 1.16 -2.81 -0.37  0.050
C: -0.82 -2.42 0.97  -0.179
C: -0.41 -1.02 -1.05  -0.113
C: 3.04 2.21 0.58  -0.122
C: -2.38 2.03 -0.62  -0.339
C: 0.44 0.22 -1.26  -0.218
C: 1.59 1.89 0.05  -0.256
C: 1.45 0.34 -0.15  -0.220
N: -2.15 -1.79 0.65  -0.142
N: -1.84 -0.56 0.14  -0.384
P: -3.13 0.28 -0.56  0.821
H: 1.75 -2.64 -1.24  0.062
H: 1.47 -3.60 0.34  0.077
H: -0.77 -3.49 1.36  0.152
H: -0.44 -1.92 1.83  0.109
H: -0.62 -1.53 -2.01  0.132
H: 3.25 1.49 1.36  0.053
H: 3.19 3.28 0.92  0.083
H: 3.78 1.96 -0.17  0.060
H: -3.12 2.75 -0.14  0.050
H: -2.38 2.18 -1.67  -0.011
H: -1.48 2.24 -0.10  -0.003
H: 0.94 0.28 -2.25  0.125
H: -0.38 1.08 -1.31  0.098
H: 1.55 2.47 -0.94  0.121
H: 0.74 2.22 0.68  0.103
H: 2.44 0.04 -0.51  0.114
H: 1.03 -0.15 0.73  0.112
H: -2.72 -2.32 -0.07  0.113
H: -3.66 0.67 0.66  -0.076

Orbital gap, eV: 8.72
E_tot, Ha: -805.00303
Relative energy (zero: lowest compared OMol25 entry of this formula, charge and spin), kJ/mol: 239.3
Lowest unoccupied orbital energy, eV: 1.0
E_HOMO, Ha: -0.2850

***

DFT (ωB97M-V with the def2-TZVPD basis set) results for the ion C9H19N3O with charge +2 in a non-equilibrium geometry.

Last column: Löwdin charge in e.
Element x y z (Å)
C: -3.18 -1.53 -0.88  -0.056
C: -3.44 -0.31 -0.06  -0.180
O: -2.25 0.44 0.41  -0.134
C: -0.98 0.34 -0.16  -0.294
C: -0.16 -0.82 0.23  0.028
C: 1.15 -0.90 0.35  -0.220
C: 1.73 -1.98 1.22  -0.021
C: 1.89 0.15 -0.34  -0.423
N: 2.02 0.11 -1.71  0.145
N: 3.29 0.29 0.28  0.220
C: 1.15 1.65 0.10  0.141
C: -0.18 1.59 0.23  -0.210
N: -0.97 2.71 0.55  0.251
H: -2.39 -2.01 -0.38  0.041
H: -4.15 -1.97 -0.82  0.095
H: -2.75 -1.39 -1.89  0.104
H: -4.01 -0.63 0.88  0.149
H: -4.15 0.49 -0.43  0.141
H: -1.14 0.34 -1.34  0.216
H: -0.77 -1.69 0.43  0.130
H: 2.43 -1.75 1.99  0.069
H: 2.22 -2.81 0.66  0.119
H: 0.90 -2.49 1.79  0.130
H: 1.65 -0.69 -2.20  0.126
H: 2.74 0.52 -2.25  0.115
H: 3.38 -0.52 1.10  0.215
H: 3.60 1.21 0.62  0.161
H: 4.09 0.06 -0.36  0.192
H: 1.81 2.53 0.20  0.133
H: -0.44 3.49 1.02  0.211
H: -1.78 2.52 1.15  0.188
H: -1.29 3.01 -0.40  0.220

Orbital gap, eV: 9.81
Total charge: +2
E_tot, Ha: -593.11315
Structure (SMILES): CCO[C@@H]1C=C(C)[C@](N)([NH3+])C=C1[NH3+]
Relative energy (zero: lowest compared OMol25 entry of this formula, charge and spin), kJ/mol: 83.9
Lowest unoccupied orbital energy, eV: -6.5
E_HOMO, Ha: -0.6004

***

DFT (ωB97M-V with the def2-TZVPD basis set) results for an isolated molecule of C9H19N3O4 in a non-equilibrium geometry.

Last column: Löwdin charge in e.
Element x y z (Å)
N: -0.71 1.59 1.94  -0.017
C: -0.91 0.52 2.92  -0.269
C: -1.84 -0.62 2.54  -0.171
C: -1.53 -1.14 1.12  -0.189
C: -0.13 -1.68 0.93  -0.199
C: 0.23 -2.19 -0.43  -0.331
N: 1.57 -2.83 -0.34  0.065
C: 0.33 -1.10 -1.46  -0.482
O: 0.12 -1.42 -2.62  0.057
N: 0.62 0.13 -1.09  0.156
C: 0.56 1.22 -2.12  -0.142
C: 0.49 2.51 -1.29  -0.227
O: -0.65 2.57 -0.46  -0.107
C: 1.85 1.19 -2.96  -0.461
O: 2.52 2.15 -3.17  0.134
O: 2.13 0.03 -3.64  0.099
H: -1.59 2.13 1.84  0.120
H: -0.04 2.22 2.40  0.112
H: 0.09 0.16 3.21  0.117
H: -1.35 1.07 3.75  0.108
H: -1.79 -1.41 3.28  0.116
H: -2.83 -0.15 2.49  0.109
H: -1.74 -0.33 0.40  0.117
H: -2.21 -1.94 0.88  0.109
H: 0.00 -2.58 1.54  0.130
H: 0.64 -1.01 1.28  0.102
H: -0.52 -2.90 -0.76  0.153
H: 2.23 -2.01 -0.31  0.105
H: 1.75 -3.26 -1.25  0.085
H: 0.42 0.42 -0.14  0.108
H: -0.33 1.16 -2.77  0.175
H: 1.37 2.61 -0.65  0.130
H: 0.49 3.36 -1.98  0.133
H: -0.59 2.12 0.44  -0.002
H: 1.38 -0.57 -3.51  0.057

Orbital gap, eV: 10.02
E_tot, Ha: -819.58221
Structure (SMILES): NCCCC[C@H](N)C(=O)N[C@@H](CO)C(=O)O
Relative energy (zero: lowest compared OMol25 entry of this formula, charge and spin), kJ/mol: 12.1
Lowest unoccupied orbital energy, eV: 0.3
E_HOMO, Ha: -0.3555

***

DFT (ωB97M-V with the def2-TZVPD basis set) results for a structure of composition C9H19N3O9Pb in a non-equilibrium geometry.

Last column: Löwdin charge in e.
Element x y z (Å)
Pb: -16.16 28.00 1.74  0.790
C: -17.77 24.09 3.18  -1.090
O: -17.18 24.84 3.98  -0.032
O: -18.25 24.65 2.15  -0.086
O: -17.59 22.88 3.27  -0.021
C: -13.20 24.74 0.42  -1.141
O: -13.93 25.18 -0.48  -0.097
O: -13.05 25.41 1.45  -0.039
O: -13.02 23.53 0.49  -0.044
C: -17.93 31.86 1.86  -0.117
O: -17.57 30.83 2.74  -0.311
C: -17.18 31.23 4.06  -0.163
C: -15.68 31.86 3.93  -0.214
N: -14.81 30.86 3.41  -0.087
C: -13.66 31.38 2.71  -0.202
C: -14.08 31.91 1.35  -0.214
O: -14.70 30.88 0.54  -0.279
C: -14.40 30.90 -0.86  -0.097
H: -17.13 32.50 1.46  0.073
H: -18.76 32.43 2.28  0.082
H: -18.39 31.27 1.07  0.096
H: -17.09 30.38 4.74  0.109
H: -17.82 31.97 4.54  0.103
H: -15.37 32.28 4.88  0.104
H: -15.76 32.73 3.28  0.091
H: -14.43 30.43 4.25  0.113
H: -12.95 30.58 2.51  0.128
H: -13.21 32.11 3.39  0.113
H: -13.14 32.17 0.86  0.109
H: -14.70 32.80 1.38  0.101
H: -13.32 30.94 -1.04  0.080
H: -14.82 31.75 -1.40  0.076
H: -14.78 29.97 -1.29  0.085
C: -18.65 27.26 -3.20  -0.811
O: -18.44 27.82 -2.16  0.053
N: -17.74 26.63 -3.85  0.158
N: -19.76 27.31 -3.92  0.140
H: -16.96 26.51 -3.22  0.132
H: -17.71 26.13 -4.73  0.112
H: -19.73 26.96 -4.86  0.094
H: -20.60 27.69 -3.50  0.107

Orbital gap, eV: 2.74
Total charge: -2
E_tot, Ha: -1388.27288
Relative energy (zero: lowest compared OMol25 entry of this formula, charge and spin), kJ/mol: 968.2
Lowest unoccupied orbital energy, eV: 3.8
E_HOMO, Ha: 0.0404

***

DFT (ωB97M-V with the def2-TZVPD basis set) results for a structure of composition C9H19N3OS3Sb2Se4Tc.

Last column: Löwdin spin population.
Element x y z (Å)
Tc: 0.16 0.15 -0.32  0.573
S: 2.36 -0.62 4.02  -0.005
Sb: 2.18 -2.74 3.50  0.000
S: 1.51 -2.62 1.07  -0.008
S: -0.04 -1.28 1.32  -0.042
Se: -3.01 2.60 -2.85  0.024
Sb: -4.65 0.86 -2.01  0.014
Se: -1.69 1.42 0.43  0.336
Se: -3.15 -0.27 -0.14  0.033
Se: -3.21 0.56 -4.06  0.028
C: 1.20 2.09 -3.81  0.000
C: 0.64 0.73 -3.47  0.002
O: -0.19 0.81 -2.27  0.005
H: 1.86 2.00 -4.67  0.000
H: 1.77 2.50 -2.98  0.000
H: 0.41 2.79 -4.07  0.000
H: 1.42 0.00 -3.24  0.001
H: 0.01 0.33 -4.27  0.000
H: -0.83 1.55 -2.35  0.001
C: 2.91 4.10 2.58  0.000
C: 1.67 3.31 2.95  0.000
N: 1.33 2.45 1.82  0.003
C: 2.26 1.85 1.07  0.004
N: 1.84 0.98 0.10  0.018
C: 2.87 0.30 -0.70  0.001
C: 4.09 0.01 0.14  0.000
C: 4.62 1.34 0.62  0.001
N: 3.54 2.11 1.26  0.006
C: 4.01 3.11 2.23  0.001
H: 3.23 4.72 3.41  0.000
H: 2.69 4.75 1.74  0.000
H: 0.81 3.95 3.15  0.000
H: 1.85 2.69 3.84  0.000
H: 0.38 2.15 1.68  0.003
H: 3.13 0.92 -1.56  0.000
H: 2.43 -0.64 -1.08  0.001
H: 4.84 -0.53 -0.43  0.000
H: 3.80 -0.60 1.00  0.000
H: 5.04 1.93 -0.20  0.000
H: 5.40 1.20 1.37  0.000
H: 4.86 3.62 1.77  0.000
H: 4.36 2.59 3.12  0.000

Orbital gap (spin up / spin down), eV: 6.00 / 5.55
2S+1: 2
Total charge: +2
E_tot, Ha: -11954.99307
<S²>: 0.768
Relative energy (zero: lowest compared OMol25 entry of this formula, charge and spin), kJ/mol: 45.8
Lowest unoccupied orbital energy (spin up / spin down), eV: -7.5 / -8.0
E_HOMO (spin up / spin down), Ha: -0.4959 / -0.4990